1.
A cluster of 12 separate species, C52H160N24O12P8 in total at a distorted geometry. Source: the OMol25 dataset; level of theory: wB97M-V/def2-TZVPD.

Last column: Löwdin charge in e.
Positions of all 256 atoms, in Å:
C -1.69050 -1.89316 -5.36223  -0.135
O -2.24024 -2.30968 -6.62342  -0.112
H -2.43049 -1.74444 -4.57584  0.055
H -0.90392 -2.56310 -5.01500  0.062
H -1.25447 -0.90826 -5.52941  0.061
H -1.51811 -2.43977 -7.24246  0.067
C -0.61122 -2.77103 5.09349  -0.171
O 0.02424 -1.54538 5.42544  -0.139
H -1.58370 -2.86822 5.57613  0.056
H -0.79682 -2.92245 4.03014  0.069
H -0.15065 -3.60848 5.61757  0.076
H 0.95773 -1.71697 5.28135  -0.019
C -5.77806 1.92348 -1.28572  -0.117
O -4.82018 2.11317 -0.20991  -0.164
H -6.80252 2.11091 -0.96408  0.082
H -5.45375 2.49461 -2.15562  0.080
H -5.76287 0.86232 -1.53431  0.037
H -3.94078 1.87190 -0.50998  -0.007
C 1.18364 -4.28069 2.39341  -0.172
O 0.31319 -3.73918 1.41928  -0.139
H 0.80255 -4.86133 3.23348  0.075
H 1.78811 -5.04330 1.90236  0.062
H 1.87597 -3.51127 2.73512  0.055
H 0.69442 -3.88496 0.55036  -0.004
O -6.86437 -1.67126 6.70962  -0.312
P -6.79096 -2.49646 5.44470  0.630
N -8.37593 -2.68262 4.86028  -0.316
C -9.24919 -3.66006 5.48456  -0.121
C -9.03289 -1.51983 4.20081  -0.086
N -6.12917 -4.02529 5.67011  -0.321
C -5.94829 -4.96936 4.54807  -0.092
C -5.32713 -4.32619 6.74714  -0.164
N -5.86523 -1.75930 4.13846  -0.304
C -6.00605 -2.25776 2.74304  -0.120
C -4.83692 -0.82313 4.40392  -0.125
H -8.76159 -4.62403 5.62988  0.069
H -10.21178 -3.76560 4.98419  0.079
H -9.43651 -3.32905 6.50606  0.078
H -9.28761 -0.74333 4.92210  0.080
H -9.91911 -1.86588 3.66887  0.076
H -8.23395 -1.11701 3.57829  0.058
H -5.96706 -6.03315 4.78494  0.084
H -6.86562 -4.85506 3.97054  0.059
H -5.06293 -4.80051 3.93511  0.086
H -4.30310 -4.01918 6.53452  0.080
H -5.72179 -3.76501 7.59415  0.082
H -5.25119 -5.37945 7.01728  0.085
H -6.82224 -2.97597 2.82126  0.026
H -6.22383 -1.41936 2.08141  0.072
H -5.15076 -2.81550 2.36159  0.075
H -5.23189 -0.02557 5.03320  0.083
H -4.65978 -0.36329 3.43167  0.070
H -3.94776 -1.28077 4.83760  0.080
O 2.64244 -1.80351 4.93042  -0.274
P 4.09783 -1.51342 4.93528  0.638
N 5.05462 -2.47387 3.92793  -0.293
C 4.71702 -2.52004 2.50595  -0.129
C 5.34451 -3.85161 4.37504  -0.091
N 4.74854 -1.57706 6.52021  -0.302
C 3.89915 -1.20412 7.69501  -0.073
C 6.12442 -1.58104 6.89685  -0.165
N 4.42392 0.15904 4.52541  -0.272
C 5.80770 0.69011 4.51635  -0.101
C 3.43787 1.14174 4.08490  -0.106
H 4.17499 -3.43607 2.27102  0.057
H 5.60031 -2.54554 1.86779  0.076
H 4.12692 -1.69739 2.10207  0.077
H 4.36840 -4.24746 4.65540  0.086
H 5.84250 -3.78479 5.34233  0.061
H 5.87191 -4.40121 3.59537  0.088
H 4.10243 -1.82917 8.56454  0.080
H 4.16641 -0.18323 7.96791  0.080
H 2.83712 -1.20374 7.44968  0.077
H 6.82190 -2.00127 6.17226  0.078
H 6.43404 -0.54600 7.04150  0.069
H 6.22983 -2.08268 7.85880  0.084
H 5.76468 1.76073 4.71638  0.067
H 6.50056 0.17087 5.17850  0.054
H 6.19555 0.59480 3.50216  0.057
H 2.65341 1.26225 4.83202  0.081
H 2.82310 0.80229 3.25128  0.056
H 3.86115 2.13520 3.93666  0.065
O -5.18948 8.10875 -0.26357  -0.298
P -3.81524 7.62149 0.03945  0.619
N -3.64332 5.94018 0.22122  -0.275
C -3.35118 5.13976 -1.06153  -0.089
C -4.58201 5.22661 1.19955  -0.081
N -3.26698 8.10086 1.64006  -0.325
C -2.01652 7.60568 2.34878  -0.095
C -3.71395 9.43386 2.07823  -0.127
N -2.44040 8.19253 -0.92161  -0.306
C -1.03963 7.87099 -0.68354  -0.128
C -2.54839 9.44738 -1.69863  -0.130
H -3.13855 4.08829 -0.86840  0.049
H -2.58816 5.57493 -1.70692  0.059
H -4.24485 5.21463 -1.68108  0.074
H -4.64806 5.67974 2.18870  0.068
H -4.13710 4.27920 1.50382  0.065
H -5.59076 5.09958 0.80665  0.079
H -1.82853 6.60573 1.95782  0.060
H -1.18769 8.29160 2.17370  0.058
H -2.31397 7.59853 3.39738  0.074
H -3.24099 10.06301 1.32420  0.065
H -4.79974 9.51602 2.02896  0.072
H -3.38115 9.69877 3.08181  0.075
H -0.51611 8.10439 -1.61066  0.082
H -0.62623 8.49188 0.11124  0.067
H -1.04661 6.81327 -0.42031  0.059
H -1.83181 10.21130 -1.39691  0.077
H -3.47810 9.97714 -1.49106  0.067
H -2.54762 9.22389 -2.76547  0.078
O 3.79985 2.23031 -8.35632  -0.274
P 3.81926 1.05415 -7.50523  0.601
N 3.60806 -0.44996 -8.29220  -0.321
C 2.28823 -0.75547 -8.94168  -0.078
C 4.72750 -1.02837 -9.01929  -0.132
N 2.58734 1.07141 -6.26517  -0.276
C 2.07124 2.31322 -5.58697  -0.080
C 2.28551 -0.18542 -5.49120  -0.123
N 5.28595 0.79904 -6.54976  -0.319
C 5.87091 1.98361 -5.93192  -0.116
C 5.55195 -0.37891 -5.75861  -0.152
H 1.46673 -0.55193 -8.25481  0.067
H 2.35097 -1.79753 -9.25517  0.076
H 2.21626 -0.16174 -9.85294  0.081
H 5.61892 -0.75319 -8.45561  0.060
H 4.86869 -0.50946 -9.96739  0.088
H 4.76225 -2.11741 -9.04910  0.087
H 2.65152 2.55062 -4.69534  0.063
H 2.16201 3.16154 -6.26537  0.077
H 1.06046 2.09445 -5.24262  0.072
H 2.83206 -1.06038 -5.84308  0.060
H 2.60744 -0.04077 -4.45992  0.048
H 1.20764 -0.34679 -5.50726  0.061
H 5.63039 2.02377 -4.86955  0.062
H 6.94202 1.80092 -6.01813  0.081
H 5.56385 2.90875 -6.41971  0.081
H 5.07792 -1.21558 -6.27181  0.063
H 5.04271 -0.32187 -4.79657  0.056
H 6.62368 -0.55174 -5.66048  0.092
O -5.23072 -4.32261 0.06302  -0.296
P -6.03036 -3.45227 -0.86117  0.651
N -6.70479 -4.14581 -2.28386  -0.315
C -7.46059 -3.44230 -3.31278  -0.115
C -7.04377 -5.57922 -2.16218  -0.118
N -5.08092 -2.16412 -1.52177  -0.311
C -4.64969 -1.18269 -0.57038  -0.146
C -4.10667 -2.44929 -2.54673  -0.124
N -7.46901 -2.79964 -0.15439  -0.307
C -8.22118 -1.73564 -0.70082  -0.133
C -8.18357 -3.67631 0.78142  -0.113
H -6.96368 -2.52598 -3.63143  0.080
H -8.49204 -3.29439 -2.99287  0.065
H -7.41771 -4.09545 -4.18436  0.082
H -8.11731 -5.74619 -2.25009  0.076
H -6.64744 -6.04698 -1.26094  0.071
H -6.56051 -6.12642 -2.97158  0.074
H -4.00239 -1.74024 0.10656  0.077
H -4.09966 -0.35405 -1.01640  0.066
H -5.51401 -0.78497 -0.03853  0.068
H -3.32077 -3.03020 -2.06402  0.082
H -4.51826 -3.06539 -3.34618  0.078
H -3.75577 -1.49809 -2.94696  0.075
H -8.97816 -2.14726 -1.36840  0.067
H -8.78682 -1.27038 0.10645  0.085
H -7.55377 -1.02478 -1.18800  0.075
H -8.72710 -3.06393 1.50092  0.068
H -7.50553 -4.30072 1.36319  0.065
H -8.90907 -4.32621 0.29216  0.080
O 3.78497 4.11397 2.02294  -0.283
P 4.87052 4.16912 1.02620  0.618
N 6.43736 4.34741 1.64485  -0.297
C 6.77929 3.49649 2.79514  -0.117
C 7.60452 4.71653 0.79116  -0.105
N 4.64243 5.56995 0.03610  -0.329
C 5.15067 6.87047 0.46170  -0.111
C 3.42252 5.67608 -0.72433  -0.136
N 4.97571 2.79021 -0.09927  -0.262
C 5.35861 2.88610 -1.59219  -0.092
C 5.14165 1.42684 0.49035  -0.112
H 7.81236 3.59388 3.12887  0.092
H 6.58979 2.43129 2.66270  0.029
H 6.08913 3.74031 3.60280  0.072
H 8.03181 3.82527 0.33161  0.077
H 8.34841 5.31064 1.32197  0.082
H 7.32813 5.39686 -0.01436  0.062
H 5.29761 7.39601 -0.48187  0.084
H 4.35281 7.31131 1.05934  0.086
H 6.06041 6.87793 1.06205  0.070
H 2.61489 5.92714 -0.03673  0.079
H 3.47554 6.40286 -1.53493  0.090
H 3.19666 4.69351 -1.13864  0.056
H 4.89383 2.09768 -2.18419  0.052
H 5.10551 3.84510 -2.04424  0.061
H 6.41865 2.73086 -1.79302  0.064
H 4.52842 1.26460 1.37677  0.067
H 6.18215 1.16724 0.68549  0.072
H 4.87537 0.77048 -0.33812  0.039
O 1.93217 -4.09250 -0.72000  -0.306
P 3.05448 -4.25826 -1.73716  0.704
N 4.29247 -5.41062 -1.26210  -0.283
C 3.98272 -6.86927 -1.39530  -0.115
C 5.16178 -5.22439 -0.07190  -0.110
N 3.98834 -2.83312 -1.94838  -0.312
C 3.56237 -1.52140 -1.41779  -0.082
C 5.14871 -2.85081 -2.83448  -0.102
N 2.50522 -4.58155 -3.33859  -0.301
C 1.26575 -4.00361 -3.86414  -0.094
C 3.30500 -5.24418 -4.32378  -0.152
H 4.72816 -7.53092 -0.95414  0.077
H 3.96161 -7.24570 -2.41802  0.062
H 3.03316 -7.14208 -0.93485  0.081
H 6.06861 -5.82195 -0.16506  0.082
H 4.72565 -5.48015 0.89374  0.076
H 5.43539 -4.16995 -0.10933  0.060
H 4.47271 -1.05069 -1.04656  0.055
H 3.02596 -0.92046 -2.15211  0.060
H 2.95386 -1.66170 -0.52441  0.076
H 5.57351 -3.85388 -2.87303  0.074
H 4.87003 -2.29518 -3.72986  0.063
H 5.90342 -2.25370 -2.32264  0.079
H 0.70620 -4.78057 -4.38504  0.088
H 0.61813 -3.62544 -3.07314  0.063
H 1.54278 -3.22591 -4.57584  0.070
H 2.84337 -6.14075 -4.73750  0.088
H 4.31424 -5.44403 -3.96379  0.063
H 3.59976 -4.57387 -5.13118  0.078
O -2.06073 1.51399 -1.28311  -0.258
P -0.83996 1.10424 -0.59884  0.604
N -0.92417 0.56339 1.06804  -0.254
C -2.24491 0.49344 1.69391  -0.115
C 0.20755 0.12266 1.91756  -0.082
N 0.39230 2.27817 -0.56908  -0.297
C 1.73897 1.89355 -0.23522  -0.143
C 0.05899 3.69896 -0.33582  -0.077
N -0.11901 -0.20495 -1.38141  -0.281
C -0.48280 -1.56904 -1.08601  -0.088
C 0.33785 0.11146 -2.75163  -0.106
H -2.86301 1.35196 1.43123  0.062
H -2.30482 0.49213 2.78226  0.079
H -2.80975 -0.39831 1.42219  0.056
H 0.91060 0.95302 1.85176  0.042
H 0.72374 -0.75686 1.53275  0.066
H 0.04669 -0.11724 2.96859  0.084
H 1.99033 2.43284 0.67806  0.077
H 1.75022 0.80368 -0.22259  0.061
H 2.40081 2.18334 -1.05136  0.067
H -0.79696 4.07820 -0.89406  0.048
H -0.38025 3.78665 0.65790  0.087
H 0.85344 4.41948 -0.53021  0.063
H 0.24724 -2.30582 -1.42110  0.053
H -0.69279 -1.76637 -0.03479  0.073
H -1.44762 -1.73506 -1.56524  0.064
H 1.14642 -0.53109 -3.10012  0.036
H 0.79755 1.09973 -2.74256  0.070
H -0.44793 0.04025 -3.50369  0.071

As for the total energy: -7025.2210 Ha. The SMILES is CN(C)P(=O)(N(C)C)N(C)C.CN(C)P(=O)(N(C)C)N(C)C.CN(C)P(=O)(N(C)C)N(C)C.CN(C)P(=O)(N(C)C)N(C)C.CN(C)P(=O)(N(C)C)N(C)C.CN(C)P(=O)(N(C)C)N(C)C.CN(C)P(=O)(N(C)C)N(C)C.CN(C)P(=O)(N(C)C)N(C)C.CO.CO.CO.CO. As for the LUMO energy: 0.0011 Eh. The max |F| is 0.0864 hartree/bohr.

---

2.
The ion C6H14NO2S with charge +1 at a distorted geometry. Source: the OMol25 dataset; level of theory: wB97M-V/def2-TZVPD.

Last column: Löwdin charge in e.
Positions of all 24 atoms, in Å:
C -1.83109 1.01074 0.34343  0.245
C -0.55797 0.61212 -2.20383  0.011
C 1.10228 1.38910 -0.50198  -0.009
C 1.00741 -0.92939 -1.03290  -0.036
C 0.58293 -1.02819 2.49485  -0.080
C 0.15377 0.27175 -0.93990  -0.599
N -0.79224 0.13368 0.21054  -0.032
O -0.71723 -2.50015 0.70553  -0.207
O -1.95848 -0.95222 2.15336  -0.260
S -0.80053 -1.30450 1.40965  0.711
H -2.20039 0.98503 1.31875  0.087
H -1.97764 1.87138 -0.19430  0.095
H 0.11711 0.84726 -2.99042  0.108
H -0.90710 -0.27732 -2.57703  0.083
H -1.26875 1.38723 -2.03218  0.083
H 1.55350 1.17647 0.44939  0.077
H 0.50218 2.39892 -0.31296  0.139
H 1.63844 1.67112 -1.34911  0.078
H 1.82733 -1.14599 -0.32029  0.119
H 0.38506 -1.76533 -0.88258  0.058
H 1.53972 -0.84095 -1.89738  0.083
H 0.19169 -1.17093 3.45431  0.057
H 1.46059 -1.78930 2.31526  0.142
H 0.94938 -0.05054 2.37977  0.045

The net charge is +1. The relative energy (zero: lowest compared OMol25 entry of this formula, charge and spin) comes out at 73.5 kcal/mol. As for the total energy: -840.0590 Ha. The SMILES is C=[N+](C(C)(C)C)S(C)(=O)=O. As for the LUMO energy: -0.2064 Eh. The max |F| is 0.1387 hartree/bohr.

---

3.
A structure of composition C9H8BrN3O2 at a distorted geometry. Source: the OMol25 dataset; level of theory: wB97M-V/def2-TZVPD.

Last column: Löwdin charge in e.
Positions of all 23 atoms, in Å:
C 3.10771 -1.64541 -0.09184  -0.189
C 1.90763 -2.29122 0.06039  -0.007
C 2.14074 0.50765 -0.42896  -0.069
C -0.46890 0.66507 -0.41124  -0.083
C 0.87034 -0.09456 -0.31858  -0.159
C 3.26119 -0.28665 -0.21373  -0.701
C 0.69318 -1.46907 -0.05120  -0.371
C -1.48495 -0.28882 0.15916  -0.042
C -3.60225 0.83697 0.24518  -0.014
N -0.54898 -1.88516 0.15552  0.122
N -2.70228 -0.23373 0.53816  0.010
N -0.29002 2.08440 0.20233  -0.381
O -1.09730 2.86108 -0.16930  0.087
O 0.47484 2.18261 1.10803  0.129
Br 5.04940 0.36716 -0.11723  0.697
H 4.02673 -2.18113 0.04665  0.084
H 1.92884 -3.39056 0.06661  0.109
H 2.08936 1.58206 -0.59178  0.111
H -0.83926 0.89890 -1.45551  0.188
H -3.05665 1.65736 0.00298  0.042
H -4.18432 0.51891 -0.62633  0.116
H -4.17031 0.85800 1.12358  0.087
H -3.10473 -1.25387 0.76712  0.234

The relative energy (zero: lowest compared OMol25 entry of this formula, charge and spin) comes out at 166.0 kcal/mol. As for the total energy: -3236.2672 Ha. As for the LUMO energy (spin up / spin down): -0.0193 / -0.0192 Eh. The max |F| is 0.1259 hartree/bohr.

---

4.
A structure of composition C29H41F5OP2Pb at a distorted geometry. Source: the OMol25 dataset; level of theory: wB97M-V/def2-TZVPD.

Last column: Löwdin charge in e.
Positions of all 79 atoms, in Å:
Pb -0.11853 -0.15124 0.02111  1.326
C -0.69041 -3.04746 2.93879  -0.136
C 0.61608 -3.33028 2.44578  -0.142
C 0.82232 -1.77665 4.14156  -0.121
C -0.56179 -2.10193 3.99645  -0.116
C 1.55232 -2.54035 3.18238  -0.132
C -1.96523 -3.63939 2.48557  -0.001
H -1.87783 -4.00569 1.45308  0.081
H -2.77480 -2.89675 2.53871  0.096
H -2.25106 -4.49008 3.12763  0.125
C -1.66769 -1.51283 4.77340  0.017
H -2.61739 -2.02843 4.55751  0.093
H -1.77685 -0.45413 4.48437  0.092
H -1.46002 -1.54896 5.86478  0.124
C 1.36381 -0.80584 5.12062  0.020
H 1.07925 -1.08228 6.15627  0.121
H 0.95502 0.20435 4.92037  0.100
H 2.46303 -0.77014 5.04719  0.091
C 3.02470 -2.53249 3.03453  0.002
H 3.49959 -3.22933 3.75080  0.124
H 3.42803 -1.52495 3.22446  0.097
H 3.30230 -2.85178 2.01687  0.085
C 0.96047 -4.32518 1.41018  0.003
H 1.16214 -5.30687 1.87608  0.128
H 1.86072 -4.02134 0.85634  0.090
H 0.12649 -4.45282 0.70801  0.082
C -1.46803 1.31924 -3.74561  -0.180
C -1.95645 -0.07845 -3.86287  -0.390
C -1.26095 -1.19047 -4.69930  -0.167
C 0.26703 -1.20564 -4.92538  -0.166
C 1.15657 -0.70858 -3.80843  -0.144
C 1.72562 0.51523 -3.92421  -0.114
C 1.07186 1.78456 -4.46683  -0.165
C -0.42235 1.81063 -4.73197  -0.143
H -1.74860 -1.03187 -5.67930  0.135
H 0.43201 -0.60291 -5.84341  0.122
H -1.60387 -2.18107 -4.33962  0.112
H -0.61425 1.31492 -5.68547  0.127
H -2.23218 2.12750 -3.64534  0.142
H -3.04886 -0.23121 -3.93140  0.125
H -0.67176 2.86773 -4.91520  0.136
H 1.33000 2.59979 -3.78042  0.082
H 2.81653 0.58925 -3.76706  0.132
H 1.60307 2.07615 -5.39909  0.149
H 0.55323 -2.23761 -5.20466  0.136
H 1.61765 -1.52156 -3.22317  0.109
P -1.81195 0.25557 -2.09855  0.917
C -3.53004 0.90600 -1.81733  -0.171
C -1.41542 -1.63501 -1.85498  -0.233
P 2.04362 1.84089 -0.51096  0.805
C 0.43960 1.55757 -1.36945  -0.644
C 2.77866 0.22514 -1.04667  -0.333
C 2.76478 3.07763 -1.61787  -0.269
H -3.42103 1.82445 -1.20288  0.072
H -4.05686 0.17071 -1.18694  0.066
H -4.16319 1.16039 -2.69386  0.087
H -0.62799 -1.94439 -2.55606  0.052
H -2.40154 -2.04347 -2.08946  0.083
H -1.16202 -1.97370 -0.82410  -0.063
H 2.49366 2.94069 -2.67157  0.013
H 3.84601 2.94688 -1.49690  0.054
H 2.42768 4.06296 -1.26080  0.061
H -0.18357 2.43065 -1.59024  0.036
H 0.60351 0.99123 -2.29157  -0.064
H 3.11082 -0.29311 -0.13763  0.025
H 3.63465 0.49871 -1.67363  0.052
H 2.10021 -0.42682 -1.63134  -0.019
F -1.01604 6.00020 4.30792  0.124
C -0.89823 4.75769 3.80011  -0.123
C -0.62050 4.57227 2.44348  -0.127
F -0.48624 5.65690 1.64705  0.113
C -0.51644 3.29743 1.91956  -0.138
F -0.38637 3.21795 0.56990  0.009
C -0.62027 2.10894 2.69128  -0.318
O -0.47342 0.93647 2.17835  -0.276
C -0.91262 2.35407 4.06889  -0.118
F -1.11102 1.33932 4.95445  0.051
C -1.05592 3.62005 4.59163  -0.130
F -1.37347 3.77292 5.89604  0.120

The net charge is +2. The relative energy (zero: lowest compared OMol25 entry of this formula, charge and spin) comes out at 72.0 kcal/mol. As for the total energy: -2578.8144 Ha. As for the LUMO energy (spin up / spin down): -0.2840 / -0.2840 Eh. The max |F| is 0.0867 hartree/bohr.